ORCA calculation (the ωB97M-V functional and the def2-TZVPD basis) on CH4ClN3 as an isolated structure in a non-equilibrium geometry.

```
! RIJCOSX wB97M-V def2-TZVPD def2/J DEFGRID3
* xyz 0 1
C 0.211 1.311 0.124
N 1.125 -0.831 -0.417
N -0.038 -0.852 0.055
N -0.442 0.268 0.467
Cl -2.502 -0.003 -0.236
H 0.545 1.729 1.087
H 0.306 1.803 -0.837
H 1.418 -1.741 -0.392
H -0.624 -1.685 0.149
*
```

**E_HOMO (spin up / spin down)**: -8.384 / -8.324 eV
**HOMO-LUMO gap (spin up / spin down)**: 7.4 / 7.1 eV

Here are the Mulliken charges for atoms 1 to 4, given in e: number 1, C, carries -0.2340; number 2, N, carries -0.6667; number 3, N, carries 0.5831; number 4, N, carries -0.3075

---

ORCA calculation (the ωB97M-V functional and the def2-TZVPD basis) on one molecule with the formula CH4ClNO in a non-equilibrium geometry.

```
! RIJCOSX wB97M-V def2-TZVPD def2/J DEFGRID3
* xyz 0 1
N 0.748 0.651 0.074
C -0.227 -0.245 -0.334
O -0.029 -1.494 0.104
Cl -1.985 0.330 0.097
H 0.731 1.457 -0.450
H 0.430 0.855 1.033
H -0.229 -0.212 -1.425
H 0.561 -1.342 0.901
*
```

**E_HOMO**: -10.474 eV
**HOMO-LUMO gap**: 11.3 eV
**SMILES string**: N[C@@H](O)Cl

Here are the Mulliken charges for atoms 1 to 4, given in e: number 1, N, carries -0.6017; number 2, C, carries 0.1329; number 3, O, carries -0.4298; number 4, Cl, carries -0.2699

---

ORCA calculation (the ωB97M-V functional and the def2-TZVPD basis) on one molecule with the formula CH4ClNO in a non-equilibrium geometry.

```
! RIJCOSX wB97M-V def2-TZVPD def2/J DEFGRID3
* xyz 0 1
O 1.578 0.176 0.108
C 0.368 -0.507 -0.012
N -0.894 0.663 0.045
Cl -2.444 -0.224 -0.071
H 1.780 0.783 -0.750
H 0.188 -0.950 -0.992
H 0.372 -1.206 0.735
H -0.949 1.264 0.937
*
```

**E_HOMO**: -9.413 eV
**HOMO-LUMO gap**: 10.0 eV
**SMILES string**: OCNCl

Here are the Mulliken charges for atoms 1 to 4, given in e: number 1, O, carries -0.5225; number 2, C, carries -0.1699; number 3, N, carries -0.3896; number 4, Cl, carries -0.1418

---

ORCA calculation (the ωB97M-V functional and the def2-TZVPD basis) on an isolated ion of composition CH4ClNO2P and charge -1 in a non-equilibrium geometry.

```
! RIJCOSX wB97M-V def2-TZVPD def2/J DEFGRID3
* xyz -1 1
N -0.745 1.102 -0.793
P 0.399 0.753 0.514
O 1.770 0.762 0.021
O -0.032 1.460 1.746
C -0.075 -1.130 0.290
Cl 0.729 -2.087 1.485
H -0.299 1.634 -1.483
H -0.979 0.295 -1.326
H -1.128 -1.529 0.271
H 0.360 -1.261 -0.725
*
```

**E_HOMO**: -4.858 eV
**HOMO-LUMO gap**: 8.6 eV
**SMILES string**: N[P@@](=O)([O-])CCl

Here are the Mulliken charges for atoms 1 to 4, given in e: number 1, N, carries -0.7101; number 2, P, carries 0.9540; number 3, O, carries -0.7089; number 4, O, carries -0.7232

---

ORCA calculation (the ωB97M-V functional and the def2-TZVPD basis) on one molecule with the formula CH4ClO2P in a non-equilibrium geometry.

```
! RIJCOSX wB97M-V def2-TZVPD def2/J DEFGRID3
* xyz 0 1
O -0.900 -1.517 1.626
P -1.041 -0.026 0.805
O 0.448 -0.415 -0.333
C 0.968 0.670 -0.888
Cl -0.355 1.635 -1.705
H -0.744 -1.570 2.566
H -1.741 -0.572 -0.173
H 1.655 1.391 -0.267
H 1.710 0.403 -1.631
*
```

**E_HOMO**: -9.811 eV
**HOMO-LUMO gap**: 10.3 eV
**SMILES string**: OPOCCl

Here are the Mulliken charges for atoms 1 to 4, given in e: number 1, O, carries -0.5050; number 2, P, carries 0.3608; number 3, O, carries -0.3673; number 4, C, carries -0.1578

---

ORCA calculation (the ωB97M-V functional and the def2-TZVPD basis) on CH4F2Si as an isolated structure in a non-equilibrium geometry.

```
! RIJCOSX wB97M-V def2-TZVPD def2/J DEFGRID3
* xyz 0 1
C 1.006 0.030 -0.387
F -1.860 -1.621 0.047
F -1.446 1.195 -0.479
Si -0.707 0.168 0.435
H 0.806 0.195 -1.371
H 1.748 0.728 0.198
H 1.281 -1.012 -0.243
H -0.828 0.317 1.800
*
```

**E_HOMO**: -11.746 eV
**HOMO-LUMO gap**: 12.4 eV

Here are the Mulliken charges for atoms 1 to 4, given in e: number 1, C, carries -0.8145; number 2, F, carries -0.5721; number 3, F, carries -0.1839; number 4, Si, carries 0.8412

---

ORCA calculation (the ωB97M-V functional and the def2-TZVPD basis) on one molecule with the formula CH4FINP in a non-equilibrium geometry.

```
! RIJCOSX wB97M-V def2-TZVPD def2/J DEFGRID3
* xyz 0 1
C 1.037 -0.388 -0.307
N 0.209 0.154 0.755
P -1.104 1.135 0.596
F -0.831 1.556 -0.929
I -3.415 -0.648 -0.051
H 1.452 0.427 -0.898
H 1.853 -0.960 0.127
H 0.455 -1.034 -0.967
H 0.343 -0.242 1.674
*
```

**E_HOMO (spin up / spin down)**: -8.638 / -8.638 eV
**HOMO-LUMO gap (spin up / spin down)**: 7.9 / 7.9 eV
**SMILES string**: CNP(F)I

Here are the Mulliken charges for atoms 1 to 4, given in e: number 1, C, carries -0.6563; number 2, N, carries -0.1569; number 3, P, carries 0.2438; number 4, F, carries -0.2108

---

ORCA calculation (the ωB97M-V functional and the def2-TZVPD basis) on one molecule with the formula CH4FN in a non-equilibrium geometry.

```
! RIJCOSX wB97M-V def2-TZVPD def2/J DEFGRID3
* xyz 0 1
C 0.269 0.202 0.293
N -1.293 -0.438 -0.420
F -2.294 0.246 0.370
H 0.236 0.273 1.376
H 0.865 -0.592 -0.138
H 0.439 1.221 -0.141
H -1.707 -0.193 -1.329
*
```

**E_HOMO**: -9.515 eV
**HOMO-LUMO gap**: 10.6 eV
**SMILES string**: CNF

Here are the Mulliken charges for atoms 1 to 4, given in e: number 1, C, carries -0.4313; number 2, N, carries -0.2654; number 3, F, carries -0.2389; number 4, H, carries 0.2454